A cluster of 10 separate species, C24H63N2O12S11 in total. Source: the Open Molecules 2025 dataset; level of theory: wB97M-V/def2-TZVPD.

The geometry in XYZ format:
```
112
Properties=species:S:1:pos:R:3:mulliken_charge:R:1
C 3.7100 2.2125 -0.4940 -0.56
S 2.7360 1.2173 -1.5857 1.07
O 3.4134 -0.0884 -1.6509 -0.55
O 2.7313 1.9514 -2.8596 -0.78
C 1.2556 1.0516 -0.7995 -0.83
C 0.3786 0.0043 -1.4986 -0.44
C -1.1318 0.2283 -1.3145 -0.90
S -1.5117 1.1954 0.1901 0.10
C -3.2316 1.2825 -0.0368 0.35
N -4.1767 0.6882 0.6237 -0.33
N -5.3796 1.2495 0.2014 -0.43
C -5.0579 2.1085 -0.7114 -0.09
O -3.7482 2.1866 -0.9343 -0.22
H 4.0571 1.5845 0.3263 -0.08
H 4.5320 2.6518 -1.0605 0.36
H 3.0737 2.9985 -0.0764 0.21
H 0.8064 2.0529 -0.8316 0.48
H 0.6004 -0.9963 -1.1059 0.04
H 0.5422 -0.0623 -2.5874 0.39
H -1.6168 -0.7437 -1.1811 0.40
H -1.6014 0.7314 -2.1629 0.38
H -5.7202 2.7915 -1.2265 0.48
C -6.2455 6.8648 1.4912 -1.00
S -5.5102 5.2743 1.0936 0.69
O -6.1791 4.8106 -0.1622 -0.70
C -6.2628 4.3676 2.4350 -0.47
H -5.9298 7.5686 0.7237 0.34
H -7.3320 6.7695 1.5027 0.24
H -5.8800 7.1866 2.4664 0.34
H -7.3399 4.4677 2.3200 -0.07
H -5.9085 4.7721 3.3808 0.34
H -5.9556 3.3276 2.3409 0.33
C 4.1631 -2.6555 -0.4677 -0.57
S 4.3684 -4.3257 0.1330 0.74
O 4.0400 -4.3632 1.5944 -0.72
C 6.1497 -4.3457 -0.0355 -0.72
H 3.1119 -2.3821 -0.4524 0.07
H 4.7256 -1.9564 0.1499 0.24
H 4.5192 -2.6255 -1.4961 0.23
H 6.5861 -3.5798 0.6074 0.30
H 6.3597 -4.1114 -1.0792 0.06
H 6.5150 -5.3304 0.2485 0.36
C 1.5349 -6.7168 0.1831 -0.66
S 2.2936 -7.5856 -1.1935 0.44
O 2.6253 -6.5674 -2.2269 -0.59
C 0.7929 -8.3806 -1.7703 -0.76
H 2.2986 -6.0960 0.6504 0.16
H 0.7257 -6.0935 -0.1978 0.20
H 1.1604 -7.4463 0.9018 0.38
H 0.0501 -7.6188 -1.9957 0.15
H 0.4136 -9.0597 -1.0066 0.34
H 1.0314 -8.9392 -2.6728 0.38
C 9.4152 1.7206 -0.9033 -0.97
S 7.6179 1.8328 -0.9347 0.57
O 7.2645 3.0496 -0.1607 -0.63
C 7.3242 0.4240 0.1375 -0.63
H 9.8002 2.5546 -1.4865 0.33
H 9.7612 1.7949 0.1276 0.27
H 9.7281 0.7780 -1.3530 0.35
H 7.8108 0.5972 1.0973 0.44
H 7.7008 -0.4807 -0.3405 0.33
H 6.2461 0.3468 0.2677 -0.06
C 1.9179 2.7173 4.5119 -0.56
S 2.5078 2.3163 2.8534 0.47
O 2.1304 3.4870 2.0228 -0.58
C 1.3346 0.9816 2.5899 -0.52
H 2.4997 3.5651 4.8690 0.38
H 0.8629 2.9860 4.4511 -0.21
H 2.0618 1.8632 5.1733 0.41
H 0.3261 1.3937 2.6439 0.05
H 1.5011 0.2577 3.3895 0.49
H 1.4934 0.5419 1.6042 0.07
C -0.8602 4.9474 4.4107 -0.95
S -1.9835 5.5364 3.1380 0.42
O -3.2421 4.7565 3.2946 -0.56
C -1.1169 4.7997 1.7506 -0.52
H -1.2616 5.2613 5.3721 0.42
H -0.8109 3.8599 4.3620 0.10
H 0.1244 5.3887 4.2562 0.41
H -1.0508 3.7219 1.8967 -0.12
H -0.1242 5.2400 1.6593 0.41
H -1.7001 5.0117 0.8567 0.36
C -4.2957 -7.3361 -0.7881 -0.92
S -3.6406 -7.6325 -2.4342 0.41
O -2.2874 -8.2226 -2.2479 -0.54
C -3.3834 -5.9064 -2.8543 -0.89
H -4.4742 -8.3068 -0.3306 0.31
H -3.5619 -6.7778 -0.2076 0.29
H -5.2325 -6.7845 -0.8642 0.38
H -2.7167 -5.4539 -2.1210 0.26
H -4.3431 -5.3905 -2.8786 0.38
H -2.9237 -5.8781 -3.8397 0.32
C 5.9715 -2.1084 -4.6636 -0.78
S 6.3261 -3.6675 -3.8527 0.63
O 7.3823 -3.3774 -2.8402 -0.69
C 7.1711 -4.4405 -5.2364 -1.03
H 5.4724 -1.4698 -3.9358 0.15
H 6.9087 -1.6531 -4.9829 0.32
H 5.3097 -2.2843 -5.5115 0.36
H 8.0253 -3.8260 -5.5197 0.30
H 6.4755 -4.5515 -6.0681 0.36
H 7.5073 -5.4201 -4.9036 0.35
C -11.5787 3.9583 2.8181 -1.01
S -10.2271 4.6567 1.8623 0.55
O -9.7004 5.8051 2.6481 -0.61
C -11.2480 5.3547 0.5610 -0.96
H -11.1448 3.5130 3.7107 0.31
H -12.2720 4.7524 3.0947 0.31
H -12.0781 3.1901 2.2281 0.37
H -11.9641 6.0490 1.0003 0.31
H -11.7562 4.5504 0.0295 0.36
H -10.5822 5.8812 -0.1194 0.31
```

- Kohn-Sham gap (eV) = 5.464
- charge = -1
- 2S+1 = 1
- E_tot (Eh) = -6344.39989
- HOMO level (hartree) = -0.136

A structure of composition C30H49Cl3FeN3O4Si. Source: the Open Molecules 2025 dataset; level of theory: wB97M-V/def2-TZVPD.

The geometry in XYZ format:
```
91
Properties=species:S:1:pos:R:3:mulliken_spin:R:1
C 3.0139 -2.6532 -2.9267 0.00
C 2.4940 -1.8089 -4.0470 0.00
H 2.6418 -3.6804 -3.0538 0.00
H 2.6960 -2.3051 -1.9410 0.00
H 4.1174 -2.7116 -2.9569 0.00
C 2.4773 -2.3097 -5.3015 0.00
C 2.8817 -3.6867 -5.7224 0.00
H 2.2197 -1.6770 -6.1485 0.00
H 2.4765 -4.4940 -5.0919 0.00
H 3.9757 -3.8306 -5.7588 0.00
H 2.5175 -3.8371 -6.7543 0.00
Fe 2.0710 0.6987 0.4557 4.36
Cl 2.7652 2.5553 -0.4500 0.17
C -0.6453 3.2721 0.4015 0.00
O -0.7282 2.0935 0.7845 -0.01
N -1.7183 4.0240 0.0663 0.00
C -3.0547 3.4524 0.1600 0.00
C -1.5203 5.2898 -0.6299 0.00
H 0.3271 3.8046 0.2891 0.00
H -3.1759 2.9979 1.1482 0.00
H -3.2199 2.6842 -0.6058 0.00
H -3.7789 4.2552 0.0379 0.00
H -0.6317 5.7667 -0.1984 0.00
H -2.3938 5.9303 -0.4880 0.00
H -1.3508 5.1411 -1.7092 0.00
H -2.9371 2.1391 5.3537 0.00
H -1.2034 1.2371 7.5314 0.00
C -3.1880 1.0690 5.3759 0.00
C -1.7457 0.3186 7.2592 0.00
N -2.0583 0.2843 5.8386 0.00
H -3.4765 0.7312 4.3786 0.00
C -1.2835 -0.3988 4.9637 0.00
O -1.4754 -0.4980 3.7509 0.00
H -1.1230 -0.5478 7.5116 0.00
H -0.3988 -0.8545 5.4622 0.00
H -4.0221 0.9361 6.0720 0.00
H -2.6728 0.2747 7.8438 0.00
H 0.0222 -4.1483 2.8385 0.00
H -0.6239 -3.7295 -0.2080 0.00
C -1.0025 -4.5308 2.6823 0.00
C -1.4759 -4.2573 0.2478 0.00
N -1.6949 -3.8338 1.6133 0.00
H -1.5728 -4.3788 3.6116 0.00
C -2.5270 -2.7929 1.8994 0.00
O -3.2301 -2.2124 1.0733 0.00
H -2.3804 -4.0593 -0.3378 0.00
H -2.5212 -2.5453 2.9819 0.00
H -0.9402 -5.6056 2.4645 0.00
H -1.2676 -5.3267 0.2457 0.00
O 1.3965 -0.2736 -2.4997 -0.02
C 2.1127 -0.3562 -3.7427 0.00
C 0.4625 -0.2157 -5.6787 0.00
C 1.4566 0.3830 -4.9003 0.00
H 0.1844 -1.2518 -5.4703 0.00
C -0.1225 0.4816 -6.7469 0.00
H 3.0611 0.1590 -3.5338 0.00
C 1.8472 1.7023 -5.1887 0.00
H -0.8870 -0.0302 -7.3386 0.00
C 0.3172 1.7572 -7.0744 0.00
C 1.3059 2.3786 -6.2908 0.00
H 2.5820 2.1738 -4.5346 0.00
H -0.1131 2.2811 -7.9324 0.00
H 1.6618 3.3841 -6.5406 0.00
Si -0.2556 0.0245 -2.1146 -0.04
Cl 1.2634 -1.4257 0.0776 0.14
C -1.3578 -0.9150 -3.3448 0.00
C -0.3583 1.8752 -2.4891 0.02
C -1.3935 -0.4346 -0.6728 0.01
H -1.4838 -0.3325 -4.2706 0.00
H -2.3758 -1.0858 -2.9355 0.00
H -0.9111 -1.8970 -3.5771 0.00
H -1.6381 -1.5038 -0.7641 0.00
H -2.3526 0.1108 -0.7893 0.00
H -1.0514 -0.2387 0.3502 0.00
H -0.2623 2.0811 -3.5605 0.00
H 0.4702 2.3921 -1.9918 0.00
H -1.3166 2.2840 -2.1521 0.00
Cl 0.3181 2.9094 4.6062 0.00
C 1.4236 1.6069 4.8677 0.01
C 1.7097 1.2728 6.1843 0.00
C 2.4763 0.1369 6.4556 0.01
C 3.0300 -0.5821 5.4041 0.00
C 2.7797 -0.2118 4.0759 0.02
C 1.9505 0.8840 3.7564 -0.22
C 1.5417 1.3335 2.4225 0.59
H 1.2722 1.8625 6.9876 0.00
H 2.6330 -0.1626 7.4909 0.00
H 3.6395 -1.4632 5.6278 0.00
H 3.2380 -0.7882 3.2663 0.01
H 1.5873 2.4250 2.3162 -0.02
H 0.5003 1.0273 2.2323 -0.04
```

- Kohn-Sham gap (spin up / spin down) (eV) = 8.962 / 6.282
- charge = 0
- 2S+1 = 6
- E_tot (Eh) = -4571.54690
- HOMO level (spin up / spin down) (hartree) = -0.315 / -0.315

A structure of composition C6H7NO. Source: the Open Molecules 2025 dataset; level of theory: wB97M-V/def2-TZVPD.

The geometry in XYZ format:
```
15
Properties=species:S:1:pos:R:3:nbo_charge:R:1
C -1.1057 -0.7378 0.0526 0.63
C -0.4788 0.1764 -1.0504 -0.35
C -0.7547 1.2776 -0.0292 -0.39
C -0.3432 0.2273 1.0932 -0.33
C 1.0778 -0.0901 0.6633 -0.11
C 1.0101 -0.2122 -0.7913 -0.09
H -0.8755 0.2465 -2.0576 0.24
H -1.8161 1.5997 -0.0417 0.23
H -0.1246 2.2156 -0.0476 0.22
H -0.6071 0.3057 2.1910 0.24
H 1.9454 0.1770 1.3137 0.23
H 0.7317 -2.1953 0.1259 0.36
H 1.8355 0.0083 -1.4609 0.23
N 1.4417 -1.3940 0.0019 -0.58
O -1.9363 -1.6047 0.0372 -0.51
```

- Kohn-Sham gap (eV) = 10.427
- charge = 0
- 2S+1 = 1
- E_tot (Eh) = -362.70944
- relative energy (zero: lowest compared OMol25 entry of this formula, charge and spin) (kJ/mol) = 273.2
- HOMO level (hartree) = -0.347